#a
C4H13NOS | the ωB97M-V functional and the def2-TZVPD basis

Properties
Charge   0
Highest occupied orbital energy   -8.545 eV
Structure (SMILES)   C[C@H](N)CCS.O
Gap between HOMO and LUMO   9.17 eV

Last columns: bonded neighbours and bond lengths (Å).
Cartesian coordinates (Å):
1 C -1.93763 -0.64081 1.01946  C2 1.519, H7 1.093, H8 1.100, H9 1.095
2 C -0.69519 -0.36698 0.18887  C1 1.519, N3 1.478, C4 1.542, H10 1.093
3 N -0.53930 -1.49081 -0.75785  C2 1.478, H11 1.010, H12 1.015
4 C 0.56305 -0.30849 1.07812  C2 1.542, C5 1.497, H13 1.104, H14 1.105
5 C 1.80485 0.14629 0.37609  C4 1.497, S6 1.872, H15 1.088, H16 1.082
6 S 2.09406 1.97229 0.08481  C5 1.872, H17 1.356
7 H -1.90770 -1.61344 1.51633  C1 1.093
8 H -2.03886 0.15827 1.76898  C1 1.100
9 H -2.90124 -0.56302 0.50527  C1 1.095
10 H -0.95532 0.57396 -0.30372  C2 1.093
11 H -0.10191 -2.26519 -0.27835  N3 1.010
12 H 0.10162 -1.29713 -1.52095  N3 1.015
13 H 0.66406 -1.32915 1.48559  C4 1.104
14 H 0.46762 0.13693 2.08440  C4 1.105
15 H 1.82331 -0.25650 -0.63421  C5 1.088
16 H 2.75129 -0.04425 0.86531  C5 1.082
17 H 0.87759 2.33039 0.56645  S6 1.356
18 O 0.22107 1.48780 -2.35015  H19 0.965, H20 0.959
19 H 0.21904 2.29378 -2.88048  O18 0.965
20 H -0.51041 1.07607 -2.81396  O18 0.959

***

#b
C4H13NOS | the ωB97M-V functional and the def2-TZVPD basis

Properties
Charge   0
Highest occupied orbital energy   -8.761 eV
Structure (SMILES)   C[C@@H](N)CCS.O
Gap between HOMO and LUMO   9.46 eV

Last columns: bonded neighbours and bond lengths (Å).
Cartesian coordinates (Å):
1 C 1.09758 1.51213 -1.11195  C2 1.551, H7 1.093, H8 1.094, H9 1.090
2 C 0.20073 0.43863 -0.44087  C1 1.551, N3 1.433, C4 1.521, H10 1.098
3 N -1.05137 0.34164 -1.13120  C2 1.433, H11 1.009, H12 1.005
4 C 0.99000 -0.84954 -0.26173  C2 1.521, C5 1.539, H13 1.099, H14 1.089
5 C 0.41342 -1.86613 0.73980  C4 1.539, S6 1.796, H15 1.085, H16 1.098
6 S -0.00675 -1.17427 2.34351  C5 1.796, H17 1.362
7 H 2.08998 1.59366 -0.66175  C1 1.093
8 H 0.61062 2.47914 -0.95758  C1 1.094
9 H 1.18736 1.30549 -2.17860  C1 1.090
10 H 0.01632 0.89587 0.54055  C2 1.098
11 H -1.51154 1.20325 -1.38454  N3 1.009
12 H -1.20000 -0.42575 -1.76230  N3 1.005
13 H 1.06355 -1.39300 -1.21444  C4 1.099
14 H 2.01799 -0.60273 0.00132  C4 1.089
15 H -0.35298 -2.49643 0.29996  C5 1.085
16 H 1.17175 -2.62977 0.95585  C5 1.098
17 H 1.15516 -1.40175 3.01613  S6 1.362
18 O -2.80873 1.38188 0.95118  H19 0.960, H20 0.970
19 H -2.88549 0.50091 0.57795  O18 0.960
20 H -2.19760 1.18677 1.67871  O18 0.970

***

#c
C4H13NOS | the ωB97M-V functional and the def2-TZVPD basis

Properties
Charge   0
Highest occupied orbital energy   -8.457 eV
Structure (SMILES)   CSCCCN.O
Gap between HOMO and LUMO   9.45 eV

Last columns: bonded neighbours and bond lengths (Å).
Cartesian coordinates (Å):
1 C 2.71595 -0.15140 -2.79541  S2 1.790, H7 1.132, H8 1.247, H9 1.079
2 S 1.72474 -1.48366 -2.12822  C1 1.790, C3 1.851
3 C 0.87935 -0.38807 -0.89893  S2 1.851, C4 1.496, H10 1.095, H11 1.196
4 C -0.51713 -0.08387 -1.34186  C3 1.496, C5 1.670, H12 1.093, H13 1.137
5 C -1.04578 1.29082 -0.55498  C4 1.670, N6 1.502, H14 1.076, H15 1.064
6 N -1.98432 0.80549 0.51299  C5 1.502, H16 0.993, H17 1.036
7 H 3.58673 0.09678 -2.11637  C1 1.132
8 H 1.95734 0.83815 -2.82937  C1 1.247
9 H 3.01547 -0.40335 -3.80066  C1 1.079
10 H 1.48621 0.52374 -0.91618  C3 1.095
11 H 1.08464 -0.77964 0.21254  C3 1.196
12 H -1.02377 -0.98249 -0.97958  C4 1.093
13 H -0.62090 0.22923 -2.43001  C4 1.137
14 H -0.16734 1.80707 -0.20809  C5 1.076
15 H -1.61009 1.95292 -1.16670  C5 1.064
16 H -2.44681 1.59397 0.90158  N6 0.993
17 H -2.28201 -0.09675 0.10086  N6 1.036
18 O -1.25324 -1.34822 6.91654  H19 0.993, H20 0.945
19 H -2.22310 -1.15499 6.83145  O18 0.993
20 H -1.27594 -2.26576 6.69039  O18 0.945

***

Of them, the most stable is #b and the least stable is #c.

***

#a
C7H13INO | the ωB97M-V functional and the def2-TZVPD basis

Properties
Charge   +1
Highest occupied orbital energy   -12.732 eV
Structure (SMILES)   C[C@@H](O)C1=C(I)CC[N@H+]1C
Gap between HOMO and LUMO   9.72 eV

Last columns: bonded neighbours and bond lengths (Å).
Cartesian coordinates (Å):
1 C -0.30103 2.34593 1.26716  C2 1.527, H11 1.030, H12 1.175, H13 0.986
2 C -0.10858 1.68802 -0.09708  C1 1.527, O3 1.403, C4 1.512, H14 1.104
3 O 1.22831 1.78355 -0.51133  C2 1.403, H15 0.919
4 C -0.37657 0.20158 -0.03766  C2 1.512, C5 1.398, N9 1.448
5 C -1.48745 -0.54230 0.37142  C4 1.398, I6 2.089, C7 1.463
6 I -3.44132 0.19631 0.42259  C5 2.089
7 C -1.11595 -1.94573 0.55635  C5 1.463, C8 1.544, H16 1.121, H17 1.111
8 C 0.42639 -1.96609 0.47770  C7 1.544, N9 1.492, H18 1.220, H19 1.069
9 N 0.73698 -0.69944 -0.24639  C4 1.448, C8 1.492, C10 1.499, H20 1.031
10 C 1.02720 -0.82733 -1.71191  N9 1.499, H21 1.105, H22 1.069, H23 1.147
11 H -0.52902 3.33542 1.09154  C1 1.030
12 H 0.73313 2.27097 1.81895  C1 1.175
13 H -0.96807 1.80768 1.75490  C1 0.986
14 H -0.69041 2.23119 -0.86250  C2 1.104
15 H 1.28749 2.58695 -0.95459  O3 0.919
16 H -1.56699 -2.41192 1.47061  C7 1.121
17 H -1.53160 -2.42279 -0.35686  C7 1.111
18 H 0.95721 -1.98243 1.57606  C8 1.220
19 H 0.76632 -2.82952 -0.05221  C8 1.069
20 H 1.54015 -0.17810 0.13649  N9 1.031
21 H 0.28419 -1.37839 -2.31613  C10 1.105
22 H 1.14330 0.18901 -2.02333  C10 1.069
23 H 1.98632 -1.45255 -1.77380  C10 1.147

***

#b
C7H13INO | the ωB97M-V functional and the def2-TZVPD basis

Properties
Charge   +1
Highest occupied orbital energy   -13.011 eV
Gap between HOMO and LUMO   9.07 eV

Last columns: bonded neighbours and bond lengths (Å).
Cartesian coordinates (Å):
1 C 1.81340 1.23463 1.47396  C2 1.367, H11 1.198, H12 1.097
2 C 0.73402 1.17564 0.63668  C1 1.367, C6 1.491, H13 1.096
3 C -1.86172 2.67421 -0.07178  O9 1.187, H14 1.084
4 C 0.60195 -1.68099 -0.71344  C5 1.479, H15 1.060, H16 1.110, H17 1.130
5 C 0.09430 -1.27770 0.61640  C4 1.479, C6 1.556, H18 1.058, H19 1.133
6 C -0.38832 0.19816 0.71967  C2 1.491, C5 1.556, C7 1.527, H20 1.140
7 C -1.57772 0.55295 -0.16898  C6 1.527, N8 1.422, I10 2.120
8 N -1.19257 0.54324 -1.53788  C7 1.422, H21 1.116, H22 1.083, H23 1.102
9 O -1.40524 3.10669 -1.07867  C3 1.187
10 I -3.39221 -0.41267 0.35134  C7 2.120
11 H 2.41030 2.26992 1.56242  C1 1.198
12 H 2.01020 0.51798 2.28101  C1 1.097
13 H 0.55154 2.06324 0.02038  C2 1.096
14 H -2.07465 3.24567 0.82419  C3 1.084
15 H -0.21766 -1.74500 -1.38253  C4 1.060
16 H 1.08932 -2.67370 -0.61304  C4 1.110
17 H 1.37784 -1.02194 -1.20439  C4 1.130
18 H -0.70283 -1.87311 0.97621  C5 1.058
19 H 0.92594 -1.27861 1.38519  C5 1.133
20 H -0.50608 0.29496 1.84940  C6 1.140
21 H -0.49373 -0.27876 -1.82185  N8 1.116
22 H -0.73624 1.50843 -1.72250  N8 1.083
23 H -2.13210 0.35354 -2.08166  N8 1.102

***

Of them, the most stable is #a and the least stable is #b.

***

#a
C3H4BrFO | the ωB97M-V functional and the def2-TZVPD basis

Properties
Charge   0
Highest occupied orbital energy   -10.789 eV
Structure (SMILES)   C[C@@H](Br)C(=O)F
Gap between HOMO and LUMO   10.63 eV

Last columns: bonded neighbours and bond lengths (Å).
Cartesian coordinates (Å):
1 C 0.94256 -0.64697 0.37399  C2 1.529, H7 1.116, H8 1.130, H9 1.095
2 C -0.25713 -0.15252 -0.43391  C1 1.529, Br3 2.073, C4 1.475, H10 1.128
3 Br -1.94774 -1.17434 0.19600  C2 2.073
4 C -0.71097 1.24388 -0.29712  C2 1.475, O5 1.143, F6 1.333
5 O -1.07930 2.00489 -1.06617  C4 1.143
6 F -0.63785 1.65186 0.96985  C4 1.333
7 H 1.27429 -1.64035 -0.01205  C1 1.116
8 H 1.82030 0.06025 0.30031  C1 1.130
9 H 0.73684 -0.77136 1.44213  C1 1.095
10 H -0.14100 -0.57533 -1.47302  C2 1.128

***

#b
C3H4BrFO | the ωB97M-V functional and the def2-TZVPD basis

Properties
Charge   0
Highest occupied orbital energy   -10.777 eV
Structure (SMILES)   C[C@@H](Br)C(=O)F
Gap between HOMO and LUMO   10.99 eV

Last columns: bonded neighbours and bond lengths (Å).
Cartesian coordinates (Å):
1 C 0.09864 0.31169 -1.20630  C2 1.594, H7 1.006, H8 1.127, H9 1.053
2 C -0.59756 -0.08764 0.17034  C1 1.594, Br3 1.973, C4 1.545, H10 1.125
3 Br -1.04419 -2.00528 0.29582  C2 1.973
4 C 0.44203 0.08861 1.29941  C2 1.545, O5 1.185, F6 1.364
5 O 0.31057 0.44153 2.42324  C4 1.185
6 F 1.70389 -0.30333 0.95978  C4 1.364
7 H 1.08251 0.12418 -1.30296  C1 1.006
8 H -0.46696 -0.34757 -1.92492  C1 1.127
9 H -0.00630 1.35767 -1.27352  C1 1.053
10 H -1.52264 0.42014 0.55911  C2 1.125

***

Of them, the most stable is #a and the least stable is #b.

***

#a
C3H4BrFO | the ωB97M-V functional and the def2-TZVPD basis

Properties
Charge   0
Highest occupied orbital energy   -11.167 eV
Structure (SMILES)   C=CC(=O)F.Br
Gap between HOMO and LUMO   11.22 eV

Last columns: bonded neighbours and bond lengths (Å).
Cartesian coordinates (Å):
1 C -0.12555 -0.81754 -0.30531  C2 1.328, H6 1.078, H7 1.078
2 C -0.65540 0.39904 -0.35362  C1 1.328, C3 1.461, H8 1.080
3 C -2.02918 0.69707 0.04334  C2 1.461, O4 1.183, F5 1.375
4 O -2.66354 1.68085 -0.12606  C3 1.183
5 F -2.61812 -0.36234 0.69189  C3 1.375
6 H 0.88402 -0.99876 -0.63557  C1 1.078
7 H -0.68495 -1.66867 0.04787  C1 1.078
8 H -0.10437 1.25317 -0.71940  C2 1.080
9 Br 4.07571 0.23664 0.06124  H10 1.406
10 H 3.92138 -0.41945 1.29563  Br9 1.406

***

#b
C3H4BrFO | the ωB97M-V functional and the def2-TZVPD basis

Properties
Charge   0
Highest occupied orbital energy (spin up / spin down)   -8.196 / -8.782 eV
Gap between HOMO and LUMO (spin up / spin down)   7.75 / 8.79 eV

Last columns: bonded neighbours and bond lengths (Å).
Cartesian coordinates (Å):
1 C -1.44162 0.41474 0.00116  C2 1.467, O4 1.177
2 C -1.32490 -1.02580 0.25268  C1 1.467, F5 1.383, H7 1.094, H8 1.097
3 C 2.11862 1.15757 -0.20094  Br6 1.844, H9 1.073, H10 1.072
4 O -2.18609 1.13924 -0.55315  C1 1.177
5 F -2.40222 -1.75931 -0.21031  C2 1.383
6 Br 2.42304 -0.65021 -0.00373  C3 1.844
7 H -1.23848 -1.21542 1.32643  C2 1.094
8 H -0.42933 -1.40266 -0.25672  C2 1.097
9 H 1.91795 1.70888 0.69715  C3 1.073
10 H 2.56304 1.63297 -1.05257  C3 1.072

***

Of them, the most stable is #a and the least stable is #b.